ORCA calculation (the ωB97M-V functional and the def2-TZVPD basis) on a molecular structure, C23H26F6N2P2SSc.

Multiplicity: 2
Total charge: +2
HOMO (spin up / spin down) in eV: -14.291 / -14.460
E_LUMO (spin up / spin down) in eV: -6.50 / -8.26
Electronic energy in hartree: -3442.16717

Structure (XYZ):
```
61
C23H26F6N2P2SSc, DFT the ωB97M-V functional and the def2-TZVPD basis
Sc 0.10 -1.01 -0.49
C -2.36 3.03 -0.57
C -2.46 2.90 -2.06
C -2.82 4.00 -2.84
C -2.93 3.89 -4.22
C -2.69 2.69 -4.87
C -2.34 1.58 -4.11
C -2.23 1.69 -2.73
P -1.80 0.25 -1.75
C -1.20 -1.10 -2.80
C -1.94 -2.26 -3.07
C -1.39 -3.29 -3.80
C -0.08 -3.20 -4.25
C 0.67 -2.07 -3.98
C 0.14 -1.00 -3.26
C 0.96 0.24 -3.05
C -3.28 -0.47 -1.01
C -4.52 -0.47 -1.60
C -5.53 -1.31 -1.12
C -5.27 -2.19 -0.07
C -4.04 -2.19 0.56
C -3.04 -1.27 0.16
C -1.89 -1.07 0.95
H -2.47 4.06 -0.26
H -1.39 2.67 -0.20
H -3.14 2.45 -0.06
H -3.01 4.95 -2.36
H -3.20 4.77 -4.80
H -2.77 2.61 -5.94
H -2.15 0.63 -4.61
H -2.96 -2.34 -2.72
H -1.98 -4.17 -4.01
H 0.36 -4.01 -4.81
H 1.69 -2.00 -4.34
H 2.02 0.04 -3.24
H 0.89 0.69 -2.04
H 0.63 1.04 -3.71
H -4.70 0.15 -2.47
H -6.50 -1.30 -1.59
H -6.05 -2.86 0.27
H -3.86 -2.84 1.41
H -1.75 -1.67 1.85
H -1.51 -0.05 1.02
F 1.86 -2.13 -1.08
P 1.44 -3.58 -0.23
F 0.86 -4.74 0.61
F 2.88 -3.63 0.36
F 0.99 -2.45 0.97
F 1.74 -4.40 -1.51
F -0.11 -3.19 -0.82
C 3.20 -0.75 3.93
N 2.27 -0.12 2.99
C 2.47 -0.04 1.69
N 3.56 -0.56 1.15
S 1.32 0.83 0.70
H 2.79 -0.67 4.93
H 4.16 -0.24 3.91
H 3.32 -1.81 3.69
H 1.44 0.33 3.35
H 4.25 -1.05 1.69
H 3.71 -0.47 0.16
```

***

ORCA calculation (the ωB97M-V functional and the def2-TZVPD basis) on a molecular structure, C19H27NO3.

Total charge: 0
HOMO in eV: -8.215
E_LUMO in eV: 0.60
Electronic energy in hartree: -1020.08111

Structure (XYZ):
```
50
C19H27NO3, DFT the ωB97M-V functional and the def2-TZVPD basis
C -5.88 -0.96 -1.81
C -5.55 -1.88 -0.70
C -4.68 -1.13 0.36
C -3.33 -1.07 -0.07
H -3.31 -0.55 -1.06
C -2.55 -0.54 1.12
C -2.83 0.92 1.44
C -1.82 1.91 0.31
H -2.12 2.97 0.41
H -1.86 1.56 -0.63
C -0.40 1.90 0.87
C 0.48 1.92 -0.47
O 0.26 1.38 -1.61
N 1.86 2.30 -0.02
H 2.09 2.30 0.79
C 2.85 2.13 -0.89
C 3.84 0.80 -0.72
C 3.23 -0.36 -0.84
C 4.11 -1.35 -0.73
C 5.27 -1.24 -0.13
C 5.80 -0.01 -0.18
C 5.00 1.22 -0.18
H 5.55 2.22 -0.15
O 7.08 -0.07 0.51
C 7.40 -1.34 0.18
O 6.33 -2.20 0.06
H 8.24 -1.96 -0.26
H 7.73 -1.60 1.42
H 3.51 -2.48 -0.68
H 2.28 -0.44 -1.19
H 3.52 3.20 -1.01
H 2.42 2.07 -2.13
C -0.09 0.34 1.47
C -1.04 -0.83 0.71
H -0.89 -0.66 -0.34
H -0.70 -1.52 1.04
H 0.95 0.01 1.18
H -0.37 0.33 2.78
H -0.07 2.50 1.60
H -2.72 1.43 2.42
H -3.69 1.22 1.18
H -2.87 -0.90 2.24
H -3.08 -2.05 -0.31
H -5.33 -0.40 0.69
H -4.96 -1.80 1.21
H -5.08 -2.86 -1.04
H -6.59 -2.23 -0.21
H -4.87 -0.90 -2.38
H -6.34 0.08 -1.69
H -6.75 -1.37 -2.55
```

***

ORCA calculation (the ωB97M-V functional and the def2-TZVPD basis) on a single C4H7FN2 molecule.

SMILES: [H]/N=C1\NCC[C@H]1F
Total charge: 0
HOMO in eV: -9.233
E_LUMO in eV: 0.83
Electronic energy in hartree: -365.97074

Structure (XYZ):
```
14
C4H7FN2, DFT the ωB97M-V functional and the def2-TZVPD basis
C -0.69 0.91 0.33
C 0.84 1.00 0.15
C 1.32 -0.47 -0.13
C -1.06 -0.44 -0.04
H -1.11 1.21 1.29
H 1.29 1.49 1.02
H 1.12 1.62 -0.72
H 1.87 -0.85 0.72
H 2.07 -0.49 -0.92
H 0.04 -2.06 -0.58
H -2.25 -1.77 -0.19
N 0.04 -1.08 -0.45
N -2.26 -0.79 0.14
F -1.23 1.73 -0.63
```